Entry 1:
The following is a quantum chemistry calculation of a cluster of 3 separate species, C5H9N in total, from the Open Molecules 2025 dataset.

Summary:
- DFT total energy (Eh) = -250.38855
- largest force on an atom (eV/A) = 0.3
- frontier orbital gap (eV) = 8.55
- relative energy (zero: lowest compared OMol25 entry of this formula, charge and spin) (kJ/mol) = 730.93
- LUMO level (eV) = 1.078

Each atom is followed by the atoms it is bonded to, with distances in Å.
Element x y z (Å)
1 C 0.5746 0.4322 -1.9123  C2 1.507, C3 1.481, H7 1.093, H8 1.092
2 C -0.0974 1.5526 -1.1611  C1 1.507, C3 1.401, H10 1.083
3 C 0.0457 0.3080 -0.5341  C1 1.481, C2 1.401, N4 1.352
4 N -0.6277 -0.6233 0.1777  C3 1.352, C5 1.440, C6 1.442
5 C -0.9662 -0.4614 1.5678  N4 1.440, C6 1.495, H12 1.090, H13 1.087
6 C -0.0220 -1.5304 1.1212  N4 1.442, C5 1.495, H14 1.086, H15 1.090
7 H 0.0147 -0.1664 -2.6349  C1 1.093
8 H 1.6517 0.4594 -2.0896  C1 1.092
9 H 0.8464 1.4190 -0.0627  no bonds
10 H -0.9654 2.1723 -1.3510  C2 1.083
11 H 1.3796 0.6721 0.5793  no bonds
12 H -0.5250 0.3999 2.0701  C5 1.090
13 H -1.9894 -0.7088 1.8376  C5 1.087
14 H -0.3547 -2.5627 1.0645  C6 1.086
15 H 1.0350 -1.3623 1.3275  C6 1.090

Results of the Mulliken charge analysis, in e, for atoms 1 through 4: C -0.567; C -0.747; C 0.477; N -0.125

Entry 2:
The following is a quantum chemistry calculation of a cluster of 2 separate species, C5H9N in total at a distorted geometry, from the Open Molecules 2025 dataset.

Summary:
- DFT total energy (Eh) = -250.49869
- largest force on an atom (eV/A) = 1.3
- frontier orbital gap (eV) = 7.34
- relative energy (zero: lowest compared OMol25 entry of this formula, charge and spin) (kJ/mol) = 441.76
- LUMO level (eV) = -1.022

Each atom is followed by the atoms it is bonded to, with distances in Å.
Element x y z (Å)
1 C -2.5910 0.3846 -0.8656  H7 1.093, H8 1.090, H9 1.092, H11 1.084
2 N 0.5044 2.0040 0.7851  C3 1.168
3 C 0.2010 0.8766 0.8078  N2 1.168, C4 1.414, C6 1.810
4 C 0.0163 -0.5256 0.8153  C3 1.414, C6 1.423, H12 1.082
5 C 2.2174 -0.5356 -0.3692  C6 1.506, H10 1.092, H13 1.087, H14 1.089
6 C 1.4333 -0.4449 0.9128  C3 1.810, C4 1.423, C5 1.506, H15 1.095
7 H -2.9275 0.0132 0.1058  C1 1.093
8 H -3.0047 -0.2507 -1.6485  C1 1.090
9 H -1.5211 0.1687 -0.8901  C1 1.092
10 H 2.6984 -1.5151 -0.4217  C5 1.092
11 H -2.9016 1.4200 -0.9446  C1 1.084
12 H -0.6078 -1.0887 1.4970  C4 1.082
13 H 3.0002 0.2134 -0.4564  C5 1.087
14 H 1.4787 -0.4292 -1.1625  C5 1.089
15 H 2.0039 -0.2904 1.8347  C6 1.095

Results of the Mulliken charge analysis, in e, for atoms 1 through 4: C -0.764; N -0.497; C 0.634; C -0.678

Entry 3:
The following is a quantum chemistry calculation of a cluster of 3 separate species, C5H9N in total at a distorted geometry, from the Open Molecules 2025 dataset.

Summary:
- DFT total energy (Eh) = -250.49824
- largest force on an atom (eV/A) = 2.9
- frontier orbital gap (eV) = 9.68
- relative energy (zero: lowest compared OMol25 entry of this formula, charge and spin) (kJ/mol) = 442.92
- LUMO level (eV) = 0.845

Each atom is followed by the atoms it is bonded to, with distances in Å.
Element x y z (Å)
1 C -1.2200 1.0055 0.7852  C3 1.322, H10 1.077, H12 1.076
2 C -0.6133 -2.2019 -0.3652  H11 1.100, H13 1.081, H14 1.083, H15 1.084
3 C -0.4272 1.7093 -0.0041  C1 1.322, N6 1.233
4 C 1.7839 0.7490 0.3521  C5 1.211, H8 1.061
5 C 1.9312 -0.3374 -0.1620  C4 1.211, H9 1.055
6 N -0.1940 2.4591 -0.9543  C3 1.233, H7 1.015
7 H 0.0440 3.4291 -0.7751  N6 1.015
8 H 2.0700 1.6511 0.8314  C4 1.061
9 H 2.1984 -1.2263 -0.6626  C5 1.055
10 H -2.2374 1.3116 0.9612  C1 1.077
11 H -0.6880 -1.1102 -0.4798  C2 1.100
12 H -0.8229 0.2397 1.4292  C1 1.076
13 H -1.6171 -2.5491 -0.1647  C2 1.081
14 H -0.2364 -2.6772 -1.2624  C2 1.083
15 H 0.0288 -2.4523 0.4710  C2 1.084

Results of the Mulliken charge analysis, in e, for atoms 1 through 4: C -0.899; C -1.073; C 0.411; C -0.633

Entry 4:
The following is a quantum chemistry calculation of the ion C5H9N2 with charge +1 at a distorted geometry, from the Open Molecules 2025 dataset.

Summary:
- DFT total energy (Eh) = -305.01318
- largest force on an atom (eV/A) = 6.0
- charge = +1
- frontier orbital gap (spin up / spin down) (eV) = 7.25 / 7.27
- relative energy (zero: lowest compared OMol25 entry of this formula, charge and spin) (kJ/mol) = 569.35
- LUMO level (spin up / spin down) (eV) = -6.677 / -7.010

Each atom is followed by the atoms it is bonded to, with distances in Å.
Element x y z (Å)
1 C 1.4133 0.3382 0.0506  C2 1.462, N6 1.411, N7 1.371
2 C 2.8613 0.4965 0.1740  C1 1.462, H8 1.024, H9 1.003
3 C -0.4035 -1.1293 -0.1218  C4 1.511, N7 1.449, H10 1.094, H11 1.088
4 C -0.8682 0.2938 -0.3303  C3 1.511, C5 1.604, N6 1.414, H12 1.203
5 C -2.2705 0.7238 0.3186  C4 1.604, H13 1.020, H14 1.132, H15 1.132
6 N 0.2653 1.1254 -0.1780  C1 1.411, C4 1.414
7 N 1.0239 -0.9757 0.0728  C1 1.371, C3 1.449, H16 0.987
8 H 3.3747 -0.3890 0.2071  C2 1.024
9 H 3.3229 1.3861 0.1244  C2 1.003
10 H -0.9182 -1.7558 0.6119  C3 1.094
11 H -0.6539 -1.8624 -0.8857  C3 1.088
12 H -1.2671 0.6288 -1.4145  C4 1.203
13 H -2.9321 -0.0027 0.0458  C5 1.020
14 H -2.6034 1.7491 -0.0276  C5 1.132
15 H -2.0373 1.0684 1.3719  C5 1.132
16 H 1.6930 -1.6953 -0.0189  N7 0.987

Results of the Mulliken charge analysis, in e, for atoms 1 through 4: C 0.738; C -0.889; C -0.587; C 0.541

Entry 5:
The following is a quantum chemistry calculation of the ion C5H9N2 with charge +1 at a distorted geometry, from the Open Molecules 2025 dataset.

Summary:
- DFT total energy (Eh) = -305.13977
- largest force on an atom (eV/A) = 3.6
- charge = +1
- frontier orbital gap (eV) = 10.28
- relative energy (zero: lowest compared OMol25 entry of this formula, charge and spin) (kJ/mol) = 237.00
- LUMO level (eV) = -5.737

Each atom is followed by the atoms it is bonded to, with distances in Å.
Element x y z (Å)
1 C -0.3457 -1.2712 0.7693  C2 1.465, N6 1.305, H8 1.106
2 C -0.9645 -0.3277 -0.1643  C1 1.465, C4 1.541, N7 1.345
3 C 1.2257 -0.6467 -0.6080  C5 1.633, N6 1.440, N7 1.455, H9 1.049
4 C -2.4416 0.1115 -0.1783  C2 1.541, H10 1.132, H11 1.046, H12 1.068
5 C 2.2705 0.4466 0.0085  C3 1.633, H13 1.110, H14 1.026, H15 1.093
6 N 0.9294 -1.4444 0.5535  C1 1.305, C3 1.440
7 N 0.0051 0.0252 -1.0265  C2 1.345, C3 1.455, H16 1.037
8 H -0.7788 -1.8945 1.5736  C1 1.106
9 H 1.6634 -1.1971 -1.3858  C3 1.049
10 H -2.5415 1.1899 -0.5085  C4 1.132
11 H -2.8694 0.1453 0.7755  C4 1.046
12 H -3.1090 -0.4213 -0.8192  C4 1.068
13 H 1.6842 0.9261 0.8206  C5 1.110
14 H 2.5040 1.1160 -0.7329  C5 1.026
15 H 3.1042 -0.2242 0.2327  C5 1.093
16 H 0.0541 0.8719 -1.6241  N7 1.037

Results of the Mulliken charge analysis, in e, for atoms 1 through 4: C -0.197; C 0.654; C -0.164; C -1.133

Entry 6:
The following is a quantum chemistry calculation of the ion C5H9N2 with charge +1 at a distorted geometry, from the Open Molecules 2025 dataset.

Summary:
- DFT total energy (Eh) = -304.99836
- largest force on an atom (eV/A) = 3.8
- charge = +1
- frontier orbital gap (spin up / spin down) (eV) = 9.45 / 9.52
- relative energy (zero: lowest compared OMol25 entry of this formula, charge and spin) (kJ/mol) = 608.26
- LUMO level (spin up / spin down) (eV) = -5.844 / -5.608

Each atom is followed by the atoms it is bonded to, with distances in Å.
Element x y z (Å)
1 C 1.7492 -0.1018 -0.1793  C3 1.420, N7 1.286
2 C -0.3594 -0.0738 -0.0829  C5 1.449, N6 1.276, N7 1.403
3 C 3.1651 -0.0004 -0.2187  C1 1.420, H8 1.084, H9 1.101, H10 1.126
4 C -2.7496 -0.1002 -0.5517  C5 1.534, H11 1.108, H12 1.086, H13 1.078
5 C -1.6677 0.0717 0.5218  C2 1.449, C4 1.534, H14 1.060, H15 1.149
6 N -0.0404 -0.3667 -1.2836  C2 1.276
7 N 0.8085 0.1195 0.6698  C1 1.286, C2 1.403, H16 1.112
8 H 3.6353 -0.5244 0.6055  C3 1.084
9 H 3.4401 1.0376 0.0246  C3 1.101
10 H 3.7280 -0.4074 -1.1047  C3 1.126
11 H -2.6970 0.6492 -1.3663  C4 1.108
12 H -3.6729 0.0067 0.0108  C4 1.086
13 H -2.5552 -1.0382 -1.0468  C4 1.078
14 H -1.7946 -0.6716 1.2668  C5 1.060
15 H -1.8827 1.1081 0.9692  C5 1.149
16 H 0.8934 0.2913 1.7653  N7 1.112

Results of the Mulliken charge analysis, in e, for atoms 1 through 4: C 0.411; C 0.446; C -1.031; C -1.288

Entry 7:
The following is a quantum chemistry calculation of the ion C5H9N2 with charge +1 at a distorted geometry, from the Open Molecules 2025 dataset.

Summary:
- DFT total energy (Eh) = -304.99233
- largest force on an atom (eV/A) = 4.9
- charge = +1
- frontier orbital gap (eV) = 7.75
- relative energy (zero: lowest compared OMol25 entry of this formula, charge and spin) (kJ/mol) = 624.09
- LUMO level (eV) = -6.217

Each atom is followed by the atoms it is bonded to, with distances in Å.
Element x y z (Å)
1 C 3.0433 1.4938 -0.6572  N7 1.309, H8 0.984, H9 1.078
2 C -0.3368 0.1319 0.7227  C3 1.333, C4 1.450, H10 1.218
3 C 0.5378 -0.6032 0.0366  C2 1.333, C5 1.577, N6 1.457
4 C -1.7765 0.2535 0.6016  C2 1.450, H11 1.143, H12 1.085, H13 1.158
5 C 0.4792 -1.8330 -0.9488  C3 1.577, H14 1.085, H15 1.077, H16 1.100
6 N 1.9511 -0.3955 0.3234  C3 1.457, N7 1.177
7 N 2.7058 0.4782 0.0969  C1 1.309, N6 1.177
8 H 2.9837 1.2025 -1.5950  C1 0.984
9 H 3.5803 2.4084 -0.4651  C1 1.078
10 H 0.2667 0.8291 1.5178  C2 1.218
11 H -2.3000 0.2678 -0.4139  C4 1.143
12 H -2.2196 1.0064 1.2446  C4 1.085
13 H -2.2909 -0.6941 1.0231  C4 1.158
14 H -0.5488 -2.0540 -1.2175  C5 1.085
15 H 0.8987 -2.6435 -0.3774  C5 1.077
16 H 0.9799 -1.6841 -1.9168  C5 1.100

Results of the Mulliken charge analysis, in e, for atoms 1 through 4: C -0.148; C 0.057; C 0.538; C -1.187

Entry 8:
The following is a quantum chemistry calculation of the ion C5H9N2 with charge +1 at a distorted geometry, from the Open Molecules 2025 dataset.

Summary:
- DFT total energy (Eh) = -305.07374
- largest force on an atom (eV/A) = 5.7
- charge = +1
- frontier orbital gap (eV) = 8.62
- relative energy (zero: lowest compared OMol25 entry of this formula, charge and spin) (kJ/mol) = 410.35
- LUMO level (eV) = -5.000

Each atom is followed by the atoms it is bonded to, with distances in Å.
Element x y z (Å)
1 C 0.6631 0.6289 -1.6474  C2 1.395, C3 1.428, H8 1.083
2 C 1.0795 1.4414 -0.5925  C1 1.395, C4 1.489, H9 1.144
3 C -0.0820 -0.4228 -1.0336  C1 1.428, N6 1.823, N7 1.342
4 C 0.8168 1.0028 0.8062  C2 1.489, N6 1.418, H10 1.085, H11 1.082
5 C -0.9477 -0.6231 1.6131  N6 1.409, H12 1.214, H13 1.109, H14 1.172
6 N 0.1075 -0.2242 0.7681  C3 1.823, C4 1.418, C5 1.409
7 N -0.6546 -1.5530 -1.4770  C3 1.342, H15 1.084, H16 0.963
8 H 0.6801 0.8874 -2.6994  C1 1.083
9 H 1.7270 2.3737 -0.7384  C2 1.144
10 H 1.7456 0.8887 1.3561  C4 1.085
11 H 0.4218 1.8826 1.2958  C4 1.082
12 H -2.0755 -0.4429 1.2015  C5 1.214
13 H -1.0220 -0.1683 2.6213  C5 1.109
14 H -0.7573 -1.7459 1.8889  C5 1.172
15 H -0.4519 -1.9057 -2.4823  N7 1.084
16 H -1.2502 -2.0195 -0.8804  N7 0.963

Results of the Mulliken charge analysis, in e, for atoms 1 through 4: C -0.604; C -0.143; C 0.543; C -0.521